# 1
The following is a quantum chemistry calculation of a molecular structure, H24Na2O16S at a distorted geometry, from OMol25.

```
43
H24Na2O16S the ωB97M-V functional and the def2-TZVPD basis
S 0.07 -0.26 0.16
Na 1.48 -2.69 -1.91
Na -1.82 -2.95 0.89
O -1.24 2.77 -1.51
O -3.41 -1.02 0.11
O 0.52 0.92 0.94
O -0.35 -1.25 1.09
O -2.02 -1.20 -2.72
O 2.65 0.42 -2.46
O 3.22 0.23 1.75
O 0.49 -1.26 -3.66
O 4.04 -1.78 -1.00
O -2.34 1.85 1.57
O -1.09 0.09 -0.66
O 1.13 -1.92 3.10
O 1.51 2.55 -0.98
O 0.40 1.48 3.47
O -2.90 -0.35 3.07
O 1.18 -0.74 -0.69
H -2.80 -1.67 -2.42
H 0.29 -1.81 -4.42
H -0.35 -1.14 -3.22
H -2.40 0.15 2.42
H 3.68 -1.00 -1.43
H 3.67 0.98 1.37
H 0.59 -2.58 3.54
H -2.02 2.56 2.12
H 4.11 -2.43 -1.69
H 2.81 1.33 -2.21
H 0.35 1.40 2.51
H -1.62 1.66 0.97
H 0.05 0.64 3.79
H 1.82 0.20 -2.03
H -1.13 1.93 -1.06
H -3.80 -0.06 2.96
H -2.60 -0.53 0.05
H -1.27 2.55 -2.44
H 0.84 3.15 -1.32
H 2.37 0.21 1.30
H -1.72 -0.72 -1.95
H -4.08 -0.36 0.32
H 0.54 -1.51 2.47
H 1.13 2.19 -0.18
```

For the energy above the lowest of the compared OMol25 structures with the same formula, charge and spin, the calculation gives 28.77 kcal per mole. For the LUMO energy, the calculation gives -2.10 eV. The value obtained for the HOMO-LUMO gap is 7.329 eV.

# 2
The following is a quantum chemistry calculation of 2 unconnected molecules or ions with the total composition C3H11N3 at a distorted geometry, from OMol25.

```
17
C3H11N3 the ωB97M-V functional and the def2-TZVPD basis
N -1.09 2.01 -1.83
N 1.12 -1.85 0.95
N -1.57 0.30 -0.17
C 1.82 -1.38 -0.09
C 0.76 -0.88 1.91
C -0.69 1.32 -0.62
H 0.40 -1.42 2.79
H -1.58 1.39 -2.46
H 0.01 -0.18 1.53
H 2.26 -0.41 -0.14
H 1.96 -1.93 -1.03
H 1.63 -0.28 2.23
H -1.23 -0.65 -0.20
H 0.30 0.88 -0.75
H -2.50 0.36 -0.55
H -0.48 2.07 0.17
H -1.56 2.90 -1.73
```

For the energy above the lowest of the compared OMol25 structures with the same formula, charge and spin, the calculation gives 25.04 kcal per mole. The multiplicity is 2. For the LUMO energy (alpha / beta), the calculation gives 3.96 / 3.87 eV. As for the total charge: -1. The expectation value of S² is 0.753. The value obtained for the HOMO-LUMO gap (alpha / beta) is 3.195 / 7.007 eV.

# 3
The following is a quantum chemistry calculation of a molecular structure, C39H32IN4O5SW at a distorted geometry, from OMol25.

```
83
C39H32IN4O5SW the ωB97M-V functional and the def2-TZVPD basis
W 0.68 0.05 0.29
I 1.78 2.90 -8.12
S 2.59 1.77 0.95
O 5.53 -1.03 -4.89
O -0.42 1.54 -0.32
O -1.93 3.04 -0.08
O 6.42 -2.83 -4.09
O 0.38 -0.41 2.13
N 1.89 0.19 -1.51
N 5.59 -1.89 -4.03
N 0.70 3.95 1.77
N 1.96 -1.56 0.28
C -2.75 -3.57 -1.27
C 2.93 -1.73 -0.73
C 4.67 -1.78 -2.95
C -2.25 -0.47 0.76
C -4.12 0.53 2.56
C 3.72 -0.65 -2.87
C 2.34 1.13 -3.59
C 1.19 3.34 2.87
C -0.49 -1.95 -2.34
C 2.48 2.11 5.01
C -1.58 1.91 0.17
C -1.25 -1.09 -0.20
C 2.93 -3.69 1.17
C -0.77 5.58 0.82
C 1.68 1.15 -2.43
C -4.21 -1.77 -1.85
C -3.79 -4.40 -1.02
C 2.89 -0.64 -1.76
C -2.38 0.92 0.97
C -4.03 -0.81 2.32
C -3.32 1.40 1.84
C -2.06 -0.07 -2.46
C 1.44 3.01 5.28
C -2.92 -2.23 -1.68
C 0.77 3.60 4.20
C 3.80 -2.77 -0.86
C -0.95 4.94 3.24
C 2.07 -2.55 1.19
C 2.68 1.67 3.69
C -3.11 -1.32 1.37
C -0.36 4.39 4.35
C 3.41 0.23 -3.86
C -0.37 4.65 1.96
C -5.29 -2.55 -1.46
C 3.84 -3.85 0.09
C -5.09 -3.87 -1.00
C 4.73 -2.74 -2.01
C 2.11 2.31 2.61
C -1.68 -1.35 -1.71
H -0.79 4.55 5.34
H -3.46 2.48 1.93
H 3.97 0.18 -4.77
H 0.29 -1.25 -2.51
H -2.62 0.63 -1.86
H -0.08 6.40 0.77
H -6.28 -2.12 -1.35
H -1.88 5.57 3.35
H 3.02 1.66 5.80
H 4.45 -4.76 -0.01
H -1.73 -3.94 -1.14
H -1.16 0.48 -2.72
H -0.06 -2.81 -1.73
H 5.43 -3.59 -2.05
H -0.72 5.09 -0.12
H -2.63 -0.25 -3.39
H -5.97 -4.38 -0.71
H 1.99 1.97 -4.23
H 3.12 -4.40 1.92
H 0.48 -0.03 3.01
H 0.94 1.85 -2.01
H -4.71 -1.56 2.71
H -1.06 -2.11 0.12
H -0.69 -2.40 -3.32
H -1.79 5.90 1.11
H 3.33 0.88 3.49
H 1.14 3.25 6.28
H -4.41 -0.83 -2.23
H -4.93 0.95 3.17
H 1.42 -2.47 2.00
H -2.95 -2.34 1.10
H -3.75 -5.40 -0.77
```

For the energy above the lowest of the compared OMol25 structures with the same formula, charge and spin, the calculation gives 0.00 kcal per mole. The multiplicity is 3. For the LUMO energy (alpha / beta), the calculation gives -0.28 / -0.19 eV. As for the total charge: -1. The expectation value of S² is 2.035. The value obtained for the HOMO-LUMO gap (alpha / beta) is 3.321 / 3.407 eV.

# 4
The following is a quantum chemistry calculation of a molecular structure, C42H41ClF12GeN3O5STc at a distorted geometry, from OMol25.

```
107
C42H41ClF12GeN3O5STc the ωB97M-V functional and the def2-TZVPD basis
Tc 0.45 0.47 0.60
Ge -0.74 -3.95 -2.41
Cl 5.37 4.99 3.55
S 0.44 -1.14 -3.11
F -3.89 1.13 -1.84
F -1.07 3.98 -0.76
F 0.23 -0.27 3.92
F -2.53 -0.47 -1.34
F -2.18 0.76 -3.09
F -2.66 3.56 -2.18
F 1.49 -3.74 0.98
F 3.08 -2.73 2.04
F 1.24 -2.02 4.69
F -0.63 2.99 -2.61
F 2.35 -0.52 3.60
F 1.77 -4.05 3.10
O 1.27 -1.10 1.25
O 2.33 0.93 -0.16
O 3.99 2.11 -2.81
O -0.45 1.18 -0.89
O 0.77 1.72 1.93
N 3.04 -1.61 -2.71
N 2.38 0.57 -3.31
N -1.21 -0.05 1.36
C -1.07 -3.45 2.81
C -1.75 1.71 -0.94
C 4.44 -1.45 -2.24
C -2.62 0.78 -1.83
C 5.79 1.09 -4.80
C -2.86 -5.13 3.36
C 3.85 -0.04 -5.71
C 0.53 -4.77 -3.62
C -5.17 4.01 1.96
C -2.42 -3.81 2.79
C -3.32 -2.94 2.19
C 1.82 -3.14 2.13
C 5.43 -2.17 -3.13
C 0.88 -1.91 2.33
C -2.90 -1.72 1.72
C -0.60 -2.26 2.29
C -2.33 -3.35 -3.34
C -4.12 2.94 1.82
C 1.75 3.30 3.33
C 3.23 1.63 0.35
C -2.42 1.86 0.43
C -1.53 3.09 -1.64
C 0.16 -2.30 -1.74
C 6.54 0.66 -5.88
C -3.42 2.80 0.61
C 5.95 -0.11 -6.87
C 2.83 4.07 3.73
C 4.16 3.21 1.94
C 3.68 1.22 -3.55
C -3.80 2.09 2.87
C 6.84 -2.07 -2.57
C 2.13 -0.70 -3.01
C 4.44 0.73 -4.71
C -1.56 -1.34 1.80
C 3.07 2.42 1.52
C -2.85 1.10 2.70
C -1.09 -5.05 -0.85
C 4.04 4.02 3.03
C -2.17 0.97 1.49
C 4.60 -0.46 -6.79
C 1.86 2.47 2.23
C 1.19 -1.17 3.67
H -2.59 0.45 3.53
H 6.23 1.70 -4.02
H 4.20 1.64 -0.15
H -3.94 -5.20 3.43
H -4.70 4.99 2.08
H 7.16 -1.02 -2.51
H 1.61 1.21 -3.18
H -3.68 3.47 -0.20
H -5.79 4.06 1.07
H 4.47 -1.85 -1.22
H -5.80 3.83 2.83
H 7.59 0.93 -5.95
H 5.09 3.17 1.38
H -0.37 -4.15 3.25
H -0.51 -1.78 -1.04
H -0.17 -5.23 -0.31
H 2.75 4.71 4.59
H 0.04 -5.62 -4.12
H 0.82 3.33 3.87
H 0.84 -4.07 -4.40
H -4.37 -3.22 2.11
H -1.81 -4.57 -0.18
H -2.43 -5.28 4.36
H 4.68 -0.39 -2.18
H -3.61 -1.05 1.25
H 1.09 -2.53 -1.21
H 2.80 -0.30 -5.66
H -1.50 -6.01 -1.16
H 7.55 -2.60 -3.20
H -2.50 -5.96 2.74
H 2.69 -2.56 -2.69
H -2.78 -4.19 -3.87
H 1.40 -5.16 -3.09
H -3.06 -2.93 -2.66
H 5.13 -3.23 -3.21
H 6.53 -0.44 -7.72
H 4.15 -1.05 -7.58
H 6.90 -2.50 -1.56
H -2.06 -2.59 -4.08
H -4.30 2.20 3.82
H 5.39 -1.75 -4.14
```

For the LUMO energy (alpha / beta), the calculation gives -7.62 / -7.62 eV. As for the total charge: +2. The value obtained for the HOMO-LUMO gap (alpha / beta) is 5.915 / 5.914 eV.

- What is the formula in the third record?
  C39H32IN4O5SW